No. 1
DFT (ωB97M-V with the def2-TZVPD basis set) results for a cluster of 13 separate species, C54H143N17O20 in total.

Positions of all 234 atoms, in Å:
C 2.699 -0.776 -6.158
O 2.105 -1.848 -6.045
N 3.177 -0.058 -5.102
N 3.127 -0.333 -7.388
H 2.967 -0.433 -4.191
H 3.793 0.712 -5.260
H 3.658 0.497 -7.550
H 2.792 -0.906 -8.144
C -0.103 2.167 -6.873
O 0.779 2.968 -6.549
N -0.806 2.347 -8.040
N -0.446 1.033 -6.180
H -1.486 1.645 -8.242
H -0.663 3.158 -8.609
H 0.199 0.650 -5.508
H -1.109 0.382 -6.548
C 1.808 3.090 2.244
O 3.054 3.014 2.301
N 1.059 2.241 1.496
N 1.108 4.043 2.909
H 1.518 1.484 1.018
H 0.131 2.582 1.313
H 0.200 4.243 2.502
H 1.443 4.554 3.697
C -0.897 4.336 -0.188
O -0.836 4.698 1.000
N 0.067 4.662 -1.106
N -1.839 3.469 -0.651
H 0.779 5.338 -0.855
H -0.044 4.375 -2.056
H -1.966 3.417 -1.635
H -2.554 3.052 -0.062
C -4.027 -1.929 0.943
O -5.377 -1.784 1.272
C -6.236 -2.498 0.366
C -7.093 -1.473 -0.339
N -7.851 -2.133 -1.433
C -8.889 -3.064 -1.073
C -9.546 -3.722 -2.273
O -8.718 -4.586 -3.011
C -8.335 -5.769 -2.348
H -3.804 -1.727 -0.113
H -3.595 -2.918 1.138
H -3.335 -1.334 1.540
H -6.860 -3.143 0.989
H -5.676 -3.130 -0.327
H -6.515 -0.678 -0.806
H -7.833 -1.042 0.336
H -7.191 -2.482 -2.112
H -9.636 -2.692 -0.369
H -8.453 -3.903 -0.501
H -9.968 -2.971 -2.944
H -10.442 -4.250 -1.913
H -7.687 -5.541 -1.498
H -7.735 -6.327 -3.069
H -9.150 -6.443 -2.068
C 3.292 5.942 0.699
O 2.637 6.009 -0.547
C 3.525 6.158 -1.657
C 3.048 5.272 -2.789
N 2.034 6.025 -3.564
C 1.275 5.179 -4.464
C 0.164 5.965 -5.119
O -0.833 6.224 -4.135
C -1.970 6.826 -4.691
H 4.116 5.219 0.741
H 2.585 5.565 1.438
H 3.702 6.915 0.992
H 4.579 5.976 -1.425
H 3.497 7.215 -1.942
H 2.545 4.379 -2.399
H 3.858 5.020 -3.474
H 1.342 6.432 -2.938
H 0.838 4.314 -3.933
H 1.913 4.759 -5.244
H -0.322 5.297 -5.845
H 0.587 6.809 -5.671
H -2.499 6.171 -5.393
H -1.767 7.751 -5.244
H -2.633 7.131 -3.881
C 2.080 2.093 -2.101
O 1.709 0.737 -2.076
C 0.722 0.392 -3.027
C 0.558 -1.132 -2.978
N 0.517 -1.777 -1.676
C -0.462 -1.114 -0.825
C -0.236 -1.492 0.639
O 1.033 -0.976 1.018
C 1.241 -1.233 2.403
H 1.174 2.715 -2.092
H 2.625 2.423 -2.997
H 2.718 2.317 -1.249
H 0.932 0.734 -4.041
H -0.223 0.841 -2.694
H 1.336 -1.581 -3.604
H -0.341 -1.401 -3.546
H 1.399 -1.619 -1.191
H -1.501 -1.293 -1.125
H -0.429 -0.014 -0.816
H -0.322 -2.584 0.711
H -1.005 -1.012 1.249
H 2.278 -1.157 2.736
H 0.865 -2.238 2.603
H 0.783 -0.421 2.981
C 0.503 -5.236 -6.221
O -0.222 -5.592 -5.066
C 0.191 -4.831 -3.963
C -0.734 -5.143 -2.775
N -0.151 -4.776 -1.472
C -0.876 -5.335 -0.342
C -2.408 -5.045 -0.339
O -3.236 -5.986 -1.010
C -3.283 -7.271 -0.391
H 0.406 -4.162 -6.451
H 0.112 -5.721 -7.110
H 1.574 -5.325 -6.018
H 0.055 -3.766 -4.192
H 1.251 -4.964 -3.715
H -1.068 -6.177 -2.788
H -1.574 -4.439 -2.799
H -0.112 -3.771 -1.339
H -0.464 -4.951 0.595
H -0.697 -6.411 -0.246
H -2.641 -4.162 -0.941
H -2.761 -4.973 0.699
H -3.204 -7.184 0.698
H -2.436 -7.852 -0.766
H -4.227 -7.711 -0.708
C 9.904 1.825 8.609
O 8.660 2.411 8.344
C 8.397 2.447 6.962
C 6.945 2.721 6.660
N 6.028 1.692 7.125
C 4.639 2.027 6.898
C 3.714 0.932 7.383
O 3.774 -0.300 6.698
C 3.569 -0.221 5.292
H 10.203 1.907 9.651
H 10.708 2.329 8.045
H 9.953 0.796 8.229
H 8.782 1.580 6.403
H 8.974 3.275 6.520
H 6.876 2.767 5.563
H 6.774 3.711 7.089
H 6.391 0.774 6.939
H 4.486 2.185 5.819
H 4.316 2.955 7.373
H 2.727 1.349 7.106
H 3.711 0.781 8.458
H 2.485 -0.051 5.272
H 3.627 -1.233 4.883
H 4.283 0.377 4.734
C -2.604 2.597 -3.784
O -2.746 1.748 -2.664
C -3.915 0.939 -2.763
C -4.079 -0.017 -1.599
N -3.922 0.494 -0.240
C -5.044 1.326 0.251
C -4.781 2.032 1.573
O -3.584 2.792 1.591
C -2.672 2.355 2.594
H -1.643 3.108 -3.739
H -3.341 3.398 -3.640
H -2.701 2.111 -4.756
H -3.854 0.357 -3.688
H -4.757 1.644 -2.798
H -3.332 -0.806 -1.738
H -5.065 -0.484 -1.674
H -3.135 1.138 -0.289
H -5.950 0.717 0.207
H -5.241 2.092 -0.515
H -4.898 1.419 2.467
H -5.590 2.774 1.581
H -1.946 3.153 2.755
H -2.039 1.549 2.198
H -3.171 2.126 3.535
C -2.649 -4.576 3.731
O -2.662 -3.204 3.413
C -2.011 -2.411 4.398
C -1.919 -0.917 4.108
N -2.994 -0.125 4.684
C -4.326 -0.542 4.244
C -5.375 0.054 5.159
O -4.991 -0.220 6.514
C -6.060 0.053 7.395
H -3.203 -5.085 2.946
H -2.993 -4.791 4.747
H -1.609 -4.927 3.650
H -0.971 -2.772 4.478
H -2.436 -2.684 5.372
H -1.765 -0.749 3.043
H -0.984 -0.583 4.564
H -2.973 -0.219 5.693
H -4.465 -1.628 4.236
H -4.473 -0.100 3.255
H -6.363 -0.353 4.940
H -5.353 1.144 5.052
H -5.705 -0.199 8.396
H -6.917 -0.603 7.209
H -6.346 1.107 7.365
C 4.732 0.302 0.546
C 5.727 1.411 0.854
C 5.494 2.640 -0.057
O 5.749 2.307 -1.399
C 6.561 3.155 -2.159
N 5.602 1.857 2.240
H 3.701 0.580 0.791
H 4.826 -0.555 1.224
H 4.741 -0.037 -0.493
H 6.755 1.089 0.665
H 6.179 3.431 0.269
H 4.485 3.024 0.122
H 6.047 4.102 -2.384
H 6.846 2.636 -3.072
H 7.450 3.418 -1.564
H 5.741 1.113 2.912
H 4.608 2.136 2.308
C 3.991 -3.113 -2.283
C 4.178 -3.924 -1.012
C 3.119 -3.398 0.039
O 3.196 -3.953 1.358
C 2.688 -5.238 1.647
N 3.794 -5.293 -1.379
H 3.986 -2.028 -2.129
H 3.120 -3.357 -2.894
H 4.828 -3.269 -2.972
H 5.068 -3.697 -0.428
H 2.093 -3.521 -0.332
H 3.220 -2.320 0.195
H 1.639 -5.347 1.348
H 2.770 -5.439 2.713
H 3.270 -5.970 1.097
H 2.857 -5.336 -1.761
H 3.841 -5.914 -0.599

Properties
E_tot (a.u.): -4578.6103
Relative energy (zero: lowest compared OMol25 entry of this formula, charge and spin) (eV): 0.627
Highest occupied orbital energy (eV): -8.0
Total charge: 0
Frontier orbital gap (eV): 8.166

Atomic partial charges in e from the Löwdin method, atoms 1 to 2: -0.671, 0.005

=====

No. 2
DFT (ωB97M-V with the def2-TZVPD basis set) results for a cluster of 15 separate species, C60H90O30 in total.

Positions of all 180 atoms, in Å:
O -1.664 -1.702 -2.668
C -2.287 -2.395 -1.881
O -1.814 -3.579 -1.452
C -2.724 -4.145 -0.414
C -3.638 -2.967 0.030
C -3.563 -2.053 -1.215
H -2.174 -4.714 0.352
H -3.437 -4.771 -0.974
H -3.281 -2.512 0.932
H -4.648 -3.365 0.248
H -3.623 -0.981 -1.050
H -4.408 -2.345 -1.878
O -2.687 2.551 -1.505
C -3.553 3.370 -1.285
O -3.266 4.341 -0.364
C -4.282 5.324 -0.254
C -5.081 5.119 -1.499
C -4.905 3.702 -1.999
H -3.816 6.276 -0.170
H -4.932 5.204 0.638
H -4.807 5.860 -2.224
H -6.110 5.397 -1.294
H -4.889 3.677 -3.092
H -5.611 2.944 -1.743
O 0.577 4.583 -4.023
C 1.502 3.821 -4.091
O 1.265 2.465 -3.872
C 2.531 1.790 -3.720
C 3.550 2.627 -4.313
C 2.942 4.056 -4.364
H 2.460 0.811 -4.134
H 2.655 1.595 -2.665
H 3.740 2.341 -5.308
H 4.506 2.699 -3.775
H 3.122 4.521 -5.336
H 3.305 4.769 -3.628
O -5.949 2.078 0.999
C -4.936 1.890 1.581
O -4.390 2.767 2.453
C -3.146 2.237 2.990
C -3.304 0.737 2.841
C -4.019 0.667 1.572
H -3.109 2.650 3.992
H -2.351 2.594 2.347
H -3.856 0.284 3.641
H -2.311 0.245 2.755
H -4.606 -0.249 1.342
H -3.405 0.832 0.685
O -2.099 -0.783 6.666
C -1.127 -0.178 6.508
O -0.692 0.659 7.451
C 0.418 1.414 6.961
C 1.085 0.529 5.966
C -0.112 -0.235 5.388
H 1.079 1.697 7.795
H 0.040 2.343 6.556
H 1.872 -0.077 6.437
H 1.567 1.126 5.247
H -0.004 -1.228 4.891
H -0.476 0.472 4.658
O 1.559 -1.756 2.302
C 1.280 -2.927 2.358
O 1.832 -3.708 3.273
C 1.391 -5.037 3.190
C 0.016 -4.915 2.434
C 0.327 -3.752 1.570
H 1.283 -5.396 4.165
H 2.028 -5.681 2.615
H -0.884 -4.904 3.072
H -0.194 -5.850 1.841
H -0.616 -3.140 1.368
H 0.740 -4.058 0.606
O 1.330 2.853 -0.290
C 0.782 1.775 -0.198
O 1.281 0.711 -0.818
C 0.503 -0.433 -0.642
C -0.853 0.078 -0.049
C -0.396 1.403 0.635
H 0.934 -1.062 0.129
H 0.345 -0.911 -1.655
H -1.378 -0.589 0.617
H -1.392 0.454 -0.917
H 0.002 1.154 1.615
H -1.188 2.164 0.693
O 4.648 -0.652 -2.745
C 4.364 -1.406 -1.849
O 4.540 -1.102 -0.549
C 4.228 -2.207 0.342
C 3.309 -3.063 -0.557
C 3.625 -2.687 -2.017
H 3.883 -1.781 1.255
H 5.187 -2.638 0.550
H 2.208 -2.884 -0.361
H 3.447 -4.104 -0.355
H 2.815 -2.613 -2.748
H 4.269 -3.453 -2.360
O 5.768 -0.274 2.312
C 5.641 0.602 1.533
O 6.640 0.945 0.620
C 6.118 1.901 -0.296
C 5.006 2.603 0.422
C 4.416 1.458 1.176
H 5.668 1.317 -1.066
H 6.807 2.648 -0.714
H 4.320 3.054 -0.293
H 5.300 3.373 1.111
H 3.649 0.843 0.624
H 4.017 1.798 2.150
O -2.653 -2.943 3.962
C -2.521 -3.350 5.106
O -1.378 -3.860 5.527
C -1.534 -4.505 6.813
C -2.758 -3.882 7.394
C -3.560 -3.504 6.176
H -0.631 -4.247 7.331
H -1.653 -5.537 6.583
H -2.494 -2.965 7.939
H -3.310 -4.517 8.060
H -4.115 -2.574 6.299
H -4.251 -4.290 5.877
O -0.244 2.386 3.582
C 0.541 3.230 3.913
O 0.366 4.240 4.807
C 1.493 5.126 4.682
C 2.669 4.347 4.140
C 1.978 3.235 3.388
H 1.611 5.529 5.706
H 1.233 5.960 4.043
H 3.284 3.935 4.939
H 3.262 4.933 3.443
H 2.446 2.227 3.572
H 1.950 3.366 2.317
O -3.834 -0.471 -6.428
C -3.020 0.127 -5.725
O -1.695 0.160 -6.071
C -0.848 0.826 -5.076
C -1.836 1.542 -4.158
C -3.191 0.829 -4.359
H -0.203 1.410 -5.685
H -0.178 0.098 -4.615
H -1.893 2.585 -4.332
H -1.548 1.375 -3.105
H -4.096 1.436 -4.447
H -3.229 -0.003 -3.655
O 3.165 5.567 1.199
C 2.143 5.583 0.546
O 0.892 5.407 1.080
C -0.091 5.649 0.062
C 0.631 6.465 -1.003
C 2.042 5.955 -0.917
H -1.011 6.112 0.464
H -0.414 4.720 -0.398
H 0.532 7.477 -0.736
H 0.236 6.420 -2.013
H 2.878 6.605 -1.139
H 2.183 5.076 -1.526
O 1.915 -6.519 -0.155
C 1.344 -6.303 -1.172
O 0.100 -5.805 -1.259
C -0.303 -5.655 -2.623
C 0.617 -6.581 -3.444
C 1.889 -6.512 -2.536
H -0.183 -4.635 -2.972
H -1.358 -5.895 -2.703
H 0.747 -6.157 -4.440
H 0.104 -7.521 -3.541
H 2.459 -5.620 -2.816
H 2.508 -7.411 -2.635
O 1.551 -3.664 -5.354
C 0.778 -3.268 -6.163
O 1.269 -2.783 -7.373
C 0.108 -2.207 -8.147
C -1.076 -2.921 -7.571
C -0.705 -3.053 -6.130
H 0.251 -2.414 -9.234
H 0.044 -1.128 -8.043
H -1.122 -3.882 -8.084
H -2.000 -2.306 -7.722
H -1.144 -3.898 -5.603
H -0.873 -2.084 -5.686

Properties
E_tot (a.u.): -4597.6261
Relative energy (zero: lowest compared OMol25 entry of this formula, charge and spin) (eV): 0.943
Highest occupied orbital energy (eV): -9.8
Total charge: 0
Frontier orbital gap (eV): 10.197

Atomic partial charges in e from the Löwdin method, atoms 1 to 2: 0.087, -0.484

=====

> highest occupied orbital energy of number 2 (C60H90O30)?

-9.8 eV